Record 1
{"formula": "C31H23AuN4O2", "method": "ωB97M-V/def2-TZVPD", "species": ["Au", "C", "O", "C", "C", "C", "C", "C", "C", "N", "N", "C", "C", "C", "C", "O", "C", "N", "C", "C", "C", "C", "H", "H", "H", "H", "H", "H", "H", "H", "H", "H", "H", "H", "C", "C", "C", "C", "C", "C", "C", "C", "C", "C", "C", "C", "C", "C", "C", "N", "H", "H", "H", "H", "H", "H", "H", "H", "H", "H", "H"], "positions_angstrom": [[2.50114, -0.73915, -1.85776], [-2.86569, 0.01739, 4.40121], [-3.57112, 0.08513, 3.16759], [-3.25235, 1.14525, 2.36365], [-3.48795, 0.95265, 1.00166], [-3.18820, 1.96092, 0.08217], [-2.64834, 3.17575, 0.51308], [-2.45927, 3.38081, 1.88537], [-2.75354, 2.37036, 2.80788], [-2.32276, 4.18013, -0.42728], [-1.08329, 4.36800, -0.55292], [-0.40958, 3.30287, -1.21373], [-0.70824, 3.00933, -2.54297], [-0.08289, 1.93705, -3.17879], [0.85880, 1.11229, -2.53466], [1.41015, 0.12656, -3.12851], [1.16331, 1.43440, -1.20966], [2.05627, 0.64445, -0.60093], [2.41254, 0.91758, 0.66765], [1.91101, 1.97334, 1.39809], [0.97436, 2.78958, 0.78102], [0.56470, 2.53285, -0.54453], [-3.03101, -0.97736, 4.82621], [-3.25703, 0.75195, 5.11212], [-1.78652, 0.14358, 4.25890], [-3.87422, 0.00114, 0.64550], [-3.33641, 1.78285, -0.98011], [-2.05863, 4.32975, 2.23062], [-2.58490, 2.56804, 3.86030], [-1.43681, 3.60129, -3.08559], [-0.33521, 1.71654, -4.21534], [3.14397, 0.23487, 1.08602], [2.23675, 2.15281, 2.41355], [0.56114, 3.62981, 1.32965], [5.51569, -2.29239, 0.84224], [4.70810, -3.18907, 1.53609], [3.35074, -3.31502, 1.21132], [2.77004, -2.54757, 0.18572], [3.61423, -1.65446, -0.49184], [4.96654, -1.52192, -0.17590], [1.34942, -2.62506, -0.21284], [0.41309, -3.46803, 0.37934], [-0.90324, -3.45721, -0.07916], [-1.26916, -2.60488, -1.12347], [-2.58426, -2.55800, -1.62048], [-2.91072, -1.69423, -2.66374], [-1.92790, -0.87785, -3.21143], [-0.62266, -0.92967, -2.71244], [-0.27041, -1.78119, -1.67364], [0.99857, -1.79406, -1.22900], [6.56817, -2.19475, 1.09408], [5.13220, -3.79447, 2.33359], [2.76425, -4.02841, 1.78236], [5.57745, -0.81636, -0.73020], [0.67500, -4.13668, 1.19006], [-1.63420, -4.11529, 0.38314], [-3.35781, -3.19391, -1.19657], [-3.92718, -1.65877, -3.04705], [-2.16919, -0.19947, -4.02565], [0.14220, -0.28879, -3.14465], [3.77088, 0.12475, -2.35936]], "forces_ev_per_a": [[8.6, -4.7, -3.8], [-0.2, -0.2, 0.2], [0.4, 0.1, 0.2], [-0.2, 0.0, -0.4], [0.3, 0.4, -0.4], [0.0, -0.1, 0.2], [-0.9, -0.4, 1.3], [0.1, -0.4, -0.2], [0.1, 0.2, -0.2], [-1.1, -0.1, -0.4], [1.5, -0.2, 0.4], [0.1, 0.3, -1.6], [0.2, -0.3, 0.9], [0.4, -0.4, -0.1], [-1.2, 4.6, -0.6], [2.0, 2.6, -3.9], [-0.5, 1.3, 1.1], [-1.3, 6.2, 7.0], [0.2, -1.1, -1.6], [-1.0, 1.1, -0.3], [0.5, -0.3, 0.7], [0.0, 0.4, 0.3], [-0.1, 0.2, -0.2], [0.2, 0.0, 0.0], [-0.1, 0.2, 0.0], [0.1, 0.1, 0.2], [0.0, 0.1, 0.2], [-0.1, -0.1, 0.0], [0.0, -0.1, -0.1], [0.1, 0.0, 0.1], [0.1, 0.0, 0.2], [0.0, 0.0, 0.1], [0.0, 0.0, 0.0], [-0.1, -0.1, -0.2], [-0.2, 0.1, 0.0], [-0.5, -0.1, -0.1], [0.2, 0.0, 0.2], [0.9, -0.5, 1.0], [-0.2, -0.9, -0.9], [-0.3, 0.0, 0.1], [0.4, 0.7, -0.6], [-1.7, -0.3, -0.1], [1.4, -0.4, 0.9], [-0.4, -0.3, 0.3], [-0.6, 0.7, -0.9], [-0.4, -0.9, 0.8], [1.2, -0.3, 0.7], [-3.2, 0.0, -1.5], [-1.1, 0.0, -0.3], [-1.1, -3.8, 2.4], [-0.1, 0.0, 0.0], [-0.1, 0.1, -0.1], [0.0, 0.1, -0.1], [-0.1, -0.2, 0.1], [0.2, 0.1, -0.1], [0.0, 0.1, -0.1], [0.2, 0.0, 0.0], [0.1, -0.1, 0.1], [0.1, -0.1, 0.1], [-2.2, -2.4, -0.5], [-0.2, -0.9, -0.1]], "multiplicity": 3, "e_homo_ev": [-7.019, -7.024], "s_squared": 2.01, "gap_ev": [6.419, 6.291]}

Record 2
{"formula": "C17H12BF10MnN3O7S2", "method": "ωB97M-V/def2-TZVPD", "species": ["Mn", "C", "O", "C", "C", "C", "C", "C", "C", "N", "N", "C", "O", "C", "C", "C", "C", "C", "C", "C", "O", "H", "H", "H", "H", "H", "H", "H", "H", "H", "H", "H", "H", "F", "C", "F", "F", "S", "O", "O", "N", "S", "O", "O", "C", "F", "F", "F", "F", "B", "F", "F", "F"], "positions_angstrom": [[-0.31598, -0.76037, -0.44827], [0.50660, -4.43512, 1.58057], [-0.32365, -4.23960, 2.72864], [-0.92199, -3.03546, 3.00531], [-1.47981, -2.97083, 4.27190], [-2.13998, -1.82646, 4.71484], [-2.24377, -0.73460, 3.88852], [-1.70160, -0.75407, 2.59098], [-1.85187, 0.40438, 1.77229], [-1.39523, 0.53482, 0.56648], [-1.61376, 1.72282, -0.06151], [-1.08479, 1.69514, -1.26355], [-0.45579, 0.66118, -1.71103], [-1.20802, 2.86539, -2.13191], [-0.85521, 2.76220, -3.47933], [-0.94518, 3.86086, -4.31493], [-1.38230, 5.08506, -3.82328], [-1.74173, 5.19123, -2.48459], [-1.66007, 4.09487, -1.64582], [-1.03555, -1.93354, 2.11593], [-0.59152, -1.99116, 0.90740], [0.93186, -5.43190, 1.71029], [1.31187, -3.70486, 1.53821], [-0.05875, -4.39917, 0.65285], [-1.38500, -3.84556, 4.90322], [-2.56662, -1.79924, 5.71104], [-2.74907, 0.16764, 4.21838], [-2.37296, 1.26698, 2.18218], [-0.51482, 1.80253, -3.84469], [-0.67588, 3.76806, -5.36049], [-1.44154, 5.94927, -4.47422], [-2.08780, 6.14327, -2.09780], [-1.93429, 4.16386, -0.60186], [5.06046, 0.54773, 2.37878], [3.74246, 0.79310, 2.30704], [3.56778, 1.98058, 1.71542], [3.27561, 0.87868, 3.55881], [2.87260, -0.55761, 1.35215], [1.52484, -0.08471, 1.19761], [3.11382, -1.72337, 2.14468], [3.75465, -0.50222, 0.03450], [3.01198, -0.49482, -1.36513], [1.75009, -1.18547, -1.32210], [3.92509, -0.83729, -2.40967], [2.72638, 1.32768, -1.70337], [1.91586, 1.92752, -0.84479], [2.27505, 1.51174, -2.94188], [3.93154, 1.93129, -1.61468], [-0.84802, -4.25948, -2.99185], [-1.70712, -3.17793, -2.78259], [-1.97738, -2.51405, -3.98124], [-2.89162, -3.59412, -2.16408], [-1.03986, -2.24486, -1.88336]], "forces_ev_per_a": [[0.1, 0.1, 0.6], [0.0, 0.1, 0.0], [-0.1, 0.1, -0.2], [-0.1, -0.4, 0.6], [0.2, 0.0, -0.4], [-0.2, 0.2, 0.3], [0.0, 0.1, -0.1], [0.2, -0.9, 0.5], [0.2, 0.4, -0.7], [0.1, -0.9, 0.3], [-0.4, 1.1, -0.5], [0.3, -1.6, 0.8], [-0.1, 1.2, -1.0], [-0.1, 0.8, -0.5], [0.0, -0.2, 0.3], [0.0, 0.2, -0.1], [0.0, -0.1, 0.1], [0.0, 0.2, -0.1], [0.1, -0.2, 0.0], [-0.2, 0.8, -0.5], [0.3, -1.6, 0.6], [0.0, 0.0, 0.0], [0.0, 0.1, 0.0], [0.0, 0.1, 0.0], [0.0, 0.0, 0.0], [0.0, 0.0, 0.0], [0.0, 0.0, 0.0], [0.0, 0.0, 0.1], [0.0, 0.0, 0.0], [0.0, 0.0, 0.0], [0.0, 0.0, 0.0], [0.0, 0.0, 0.0], [0.0, 0.0, 0.0], [-0.2, 0.1, 0.0], [-0.1, -0.1, -0.3], [0.1, -0.1, 0.1], [0.0, -0.1, -0.2], [0.5, 0.4, 0.4], [-0.3, 0.2, 0.0], [0.1, -0.1, 0.0], [-0.4, 0.0, -0.1], [0.3, 0.1, 0.1], [-0.3, 0.1, -0.3], [0.1, 0.0, 0.0], [0.2, -0.1, 0.0], [0.0, -0.1, 0.0], [0.0, -0.1, 0.1], [-0.1, -0.1, 0.0], [0.0, 0.0, 0.0], [0.0, 0.1, 0.2], [0.0, 0.0, 0.0], [0.1, 0.0, -0.1], [0.0, 0.2, 0.1]], "multiplicity": 2, "e_homo_ev": [-2.109, -2.010], "s_squared": 0.77, "charge": -2, "de_lowest_kcal_mol": 0.0, "gap_ev": [6.612, 6.513]}

Record 3
{"formula": "C25H37Cl3NNiO3Sb", "method": "ωB97M-V/def2-TZVPD", "species": ["Ni", "C", "O", "H", "H", "H", "H", "Cl", "C", "H", "H", "C", "C", "C", "Sb", "C", "C", "C", "C", "C", "C", "H", "H", "H", "H", "H", "H", "H", "H", "H", "H", "H", "H", "H", "H", "H", "H", "H", "H", "H", "H", "H", "Cl", "C", "C", "C", "C", "C", "Cl", "C", "N", "C", "C", "C", "C", "C", "C", "C", "C", "O", "O", "H", "H", "H", "H", "H", "H", "H", "H", "H", "H"], "positions_angstrom": [[-1.33175, -1.06133, -0.26545], [-0.89072, -3.90867, 1.11536], [-0.70977, -2.49333, 1.09872], [-0.40214, -4.33488, 1.99215], [-0.48938, -4.35932, 0.20629], [-1.95768, -4.10270, 1.17900], [0.23099, -2.28959, 1.20515], [-3.79078, -1.52302, -1.99574], [-3.11065, -1.69746, -0.32728], [-3.08986, -2.77358, -0.15034], [-3.83609, -1.24905, 0.34910], [-4.36567, 2.18484, -2.23824], [-3.92517, 2.13632, -0.77882], [-4.95723, 1.43247, 0.09716], [-1.95950, 1.28151, -0.54857], [-0.89358, 2.46501, -2.00492], [-1.04449, 3.95939, -1.74157], [0.57622, 2.06361, -2.08123], [-1.32327, 2.22901, 1.29323], [-1.38417, 1.20856, 2.42649], [-2.09297, 3.49298, 1.66055], [-5.34167, 2.67306, -2.31362], [-4.46328, 1.18125, -2.65398], [-3.66948, 2.74798, -2.86174], [-3.79289, 3.15908, -0.41609], [-5.16380, 0.42990, -0.27893], [-5.89910, 1.98846, 0.08652], [-4.63501, 1.34902, 1.13802], [-1.37564, 2.21565, -2.95411], [-0.53942, 4.24372, -0.81535], [-2.08704, 4.27522, -1.67103], [-0.58047, 4.53148, -2.55017], [1.07553, 2.16419, -1.11383], [1.09924, 2.70634, -2.79585], [0.69794, 1.03013, -2.39826], [-0.27553, 2.48088, 1.09992], [-2.41722, 0.91855, 2.63856], [-0.96937, 1.63125, 3.34782], [-0.83267, 0.29922, 2.18676], [-3.14437, 3.27152, 1.85904], [-2.05462, 4.25554, 0.88252], [-1.68022, 3.93121, 2.57448], [2.43612, -2.31297, 2.55653], [2.69359, -0.66625, 2.04765], [1.93108, 0.30604, 2.66618], [2.09532, 1.63958, 2.33642], [3.02748, 1.98682, 1.37442], [3.77454, 1.00097, 0.76040], [4.92322, 1.47943, -0.46099], [3.64895, -0.36275, 1.06829], [4.48885, -1.29528, 0.47716], [4.05459, -2.57234, -0.01925], [4.69399, -3.70431, 0.47378], [4.33276, -4.96486, 0.03741], [3.31423, -5.09795, -0.89826], [2.69322, -3.97150, -1.40771], [3.06383, -2.69118, -0.99342], [2.39045, -1.49256, -1.62404], [0.92081, -1.44811, -1.24128], [0.11053, -2.21247, -1.77588], [0.57654, -0.61646, -0.32228], [1.21739, 0.00293, 3.41948], [1.50716, 2.40083, 2.83032], [3.18245, 3.01829, 1.08914], [5.19094, -0.86223, -0.10381], [5.46033, -3.57140, 1.22628], [4.83338, -5.83953, 0.43156], [3.01374, -6.07992, -1.24054], [1.90530, -4.06401, -2.14471], [2.44192, -1.58989, -2.70955], [2.87406, -0.56335, -1.33499]], "forces_ev_per_a": [[-0.1, -0.1, 0.0], [0.1, 0.0, -0.1], [0.0, 0.1, 0.2], [0.0, 0.0, 0.0], [0.0, 0.0, 0.0], [0.0, 0.0, 0.0], [0.0, 0.0, 0.0], [0.0, 0.0, 0.0], [0.0, 0.0, 0.0], [0.0, 0.0, 0.0], [0.0, 0.0, 0.0], [0.0, 0.0, 0.0], [0.0, 0.0, 0.0], [0.0, 0.0, 0.0], [0.1, 0.1, 0.0], [0.0, 0.0, 0.0], [0.0, 0.0, 0.0], [0.0, 0.0, 0.0], [0.0, 0.0, 0.0], [0.0, 0.0, 0.0], [0.0, 0.0, 0.0], [0.0, 0.0, 0.0], [0.0, 0.0, 0.0], [0.0, 0.0, 0.0], [0.0, 0.0, 0.0], [0.0, 0.0, 0.0], [0.0, 0.0, 0.0], [0.0, 0.0, 0.0], [0.0, 0.0, 0.0], [0.0, 0.0, 0.0], [0.0, 0.0, 0.0], [0.0, 0.0, 0.0], [0.0, 0.0, 0.0], [0.0, 0.0, 0.0], [0.0, 0.0, 0.0], [0.0, 0.0, 0.0], [0.0, 0.0, 0.0], [0.0, 0.0, 0.0], [0.0, 0.0, 0.0], [0.0, 0.0, 0.0], [0.0, 0.0, 0.0], [0.0, 0.0, 0.0], [0.0, 0.0, 0.0], [0.0, 0.0, 0.0], [0.0, 0.0, 0.0], [0.0, 0.0, 0.0], [0.0, 0.0, 0.0], [0.0, 0.0, 0.0], [0.0, 0.0, 0.0], [0.0, 0.0, 0.0], [0.0, 0.0, 0.0], [0.0, 0.0, 0.0], [0.0, 0.0, 0.0], [0.0, 0.0, 0.0], [0.0, 0.0, 0.0], [0.0, 0.0, 0.0], [0.0, 0.0, 0.0], [0.0, 0.0, 0.0], [0.1, 0.0, 0.0], [0.0, 0.0, -0.1], [0.0, 0.1, 0.1], [0.0, 0.0, 0.0], [0.0, 0.0, 0.0], [0.0, 0.0, 0.0], [0.0, 0.0, 0.0], [0.0, 0.0, 0.0], [0.0, 0.0, 0.0], [0.0, 0.0, 0.0], [0.0, 0.0, 0.0], [0.0, 0.0, 0.0], [0.0, 0.0, 0.0]], "e_homo_ev": [-8.312, -8.314], "de_lowest_kcal_mol": 0.0, "gap_ev": [8.944, 8.946]}

Ordered largest force on an atom results: 0.2048, 0.0350, 0.0041; unit Eh/bohr.